Record 1
Formula: C40H105N5O20
Source: OMol25
Level of theory: ωB97M-V/def2-TZVPD

Bonds (Å) are listed after each position.
Geometry (Å):
1 C -6.29 3.48 -3.16  O2 1.420, H10 1.105, H11 1.083, H12 1.090
2 O -4.87 3.50 -3.14  C1 1.420, C3 1.422
3 C -4.30 4.77 -3.44  O2 1.422, C4 1.515, H13 1.066, H14 1.107
4 C -3.22 4.70 -4.50  C3 1.515, N5 1.448, H15 1.118, H16 1.116
5 N -2.11 3.82 -4.21  C4 1.448, C6 1.408, H17 1.023
6 C -1.26 4.13 -3.13  N5 1.408, C7 1.484, H18 1.157, H19 1.097
7 C -0.05 4.93 -3.48  C6 1.484, O8 1.456, H20 1.087, H21 1.097
8 O -0.42 6.24 -3.99  C7 1.456, C9 1.469
9 C -0.13 7.33 -3.05  O8 1.469, H22 1.074, H23 1.069, H24 1.076
10 H -6.62 4.10 -2.31  C1 1.105
11 H -6.69 2.48 -3.09  C1 1.083
12 H -6.78 3.79 -4.08  C1 1.090
13 H -3.89 5.13 -2.53  C3 1.066
14 H -5.17 5.40 -3.71  C3 1.107
15 H -2.92 5.73 -4.81  C4 1.118
16 H -3.75 4.32 -5.40  C4 1.116
17 H -2.55 2.90 -4.12  N5 1.023
18 H -0.89 3.17 -2.61  C6 1.157
19 H -1.79 4.68 -2.35  C6 1.097
20 H 0.62 4.35 -4.12  C7 1.087
21 H 0.44 5.04 -2.50  C7 1.097
22 H 0.92 7.50 -3.16  C9 1.074
23 H -0.24 6.96 -2.05  C9 1.069
24 H -0.79 8.16 -3.20  C9 1.076
25 C 3.63 -0.18 4.22  O26 1.455, H34 1.085, H35 1.078, H36 1.116
26 O 3.98 -1.12 3.17  C25 1.455, C27 1.400
27 C 2.82 -1.82 2.82  O26 1.400, C28 1.525, H37 1.178, H38 1.056
28 C 3.17 -2.81 1.72  C27 1.525, N29 1.475, H39 1.110, H40 1.088
29 N 3.70 -2.02 0.59  C28 1.475, C30 1.472, H41 1.026
30 C 4.58 -2.85 -0.25  N29 1.472, C31 1.510, H42 1.171, H43 1.088
31 C 5.05 -2.03 -1.43  C30 1.510, O32 1.405, H44 1.087, H45 1.125
32 O 6.00 -1.11 -0.96  C31 1.405, C33 1.376
33 C 6.72 -0.55 -1.99  O32 1.376, H46 1.088, H47 1.099, H48 1.113
34 H 2.82 0.49 3.96  C25 1.085
35 H 4.43 0.47 4.55  C25 1.078
36 H 3.36 -0.80 5.11  C25 1.116
37 H 1.94 -1.05 2.72  C27 1.178
38 H 2.51 -2.34 3.69  C27 1.056
39 H 2.29 -3.36 1.35  C28 1.110
40 H 3.98 -3.43 2.12  C28 1.088
41 H 4.32 -1.26 0.89  N29 1.026
42 H 4.07 -3.78 -0.74  C30 1.171
43 H 5.49 -3.20 0.22  C30 1.088
44 H 4.16 -1.58 -1.87  C31 1.087
45 H 5.53 -2.66 -2.23  C31 1.125
46 H 7.49 -1.28 -2.23  C33 1.088
47 H 7.21 0.40 -1.72  C33 1.099
48 H 6.10 -0.47 -2.92  C33 1.113
49 C -8.57 -1.46 6.89  O50 1.378, H58 1.100, H59 1.095, H60 1.095
50 O -7.43 -0.69 6.75  C49 1.378, C51 1.407
51 C -6.72 -0.89 5.55  O50 1.407, C52 1.494, H61 1.098, H62 1.114
52 C -5.75 0.23 5.39  C51 1.494, N53 1.434, H63 1.097, H64 1.109
53 N -5.54 0.58 4.02  C52 1.434, C54 1.501, H65 1.001
54 C -4.51 1.61 3.65  N53 1.501, C55 1.471, H66 1.112, H67 1.123
55 C -4.75 1.93 2.24  C54 1.471, O56 1.387, H68 1.078, H69 1.135
56 O -6.02 2.50 2.17  C55 1.387, C57 1.373
57 C -6.57 2.74 0.93  O56 1.373, H70 1.137, H71 1.161, H72 1.109
58 H -8.98 -1.15 7.86  C49 1.100
59 H -8.38 -2.52 6.71  C49 1.095
60 H -9.29 -1.15 6.13  C49 1.095
61 H -7.43 -0.97 4.72  C51 1.098
62 H -6.17 -1.86 5.60  C51 1.114
63 H -4.79 -0.03 5.86  C52 1.097
64 H -6.17 1.06 6.00  C52 1.109
65 H -6.41 0.83 3.61  N53 1.001
66 H -3.45 1.30 3.78  C54 1.112
67 H -4.70 2.55 4.24  C54 1.123
68 H -4.77 0.96 1.76  C55 1.078
69 H -4.02 2.71 1.86  C55 1.135
70 H -6.62 1.85 0.22  C57 1.137
71 H -5.98 3.58 0.39  C57 1.161
72 H -7.61 3.05 1.11  C57 1.109
73 C -0.30 -6.29 0.31  O74 1.409, H82 1.081, H83 1.124, H84 1.086
74 O 0.37 -6.49 -0.92  C73 1.409, C75 1.439
75 C 0.06 -7.75 -1.55  O74 1.439, C76 1.526, H85 1.068, H86 1.110
76 C 0.74 -7.64 -2.91  C75 1.526, N77 1.465, H87 1.047, H88 1.093
77 N 2.18 -7.80 -2.68  C76 1.465, C78 1.514, H89 1.049
78 C 2.98 -7.56 -3.94  N77 1.514, C79 1.512, H90 1.072, H91 1.087
79 C 2.83 -6.16 -4.50  C78 1.512, O80 1.458, H92 1.066, H93 1.077
80 O 3.09 -5.25 -3.39  C79 1.458, C81 1.415
81 C 1.99 -4.40 -3.13  O80 1.415, H94 1.073, H95 1.099, H96 1.105
82 H -0.21 -7.17 0.92  C73 1.081
83 H -1.37 -6.03 0.09  C73 1.124
84 H 0.10 -5.40 0.80  C73 1.086
85 H -0.99 -7.92 -1.70  C75 1.068
86 H 0.44 -8.61 -0.96  C75 1.110
87 H 0.57 -6.69 -3.31  C76 1.047
88 H 0.32 -8.44 -3.52  C76 1.093
89 H 2.46 -7.22 -1.85  N77 1.049
90 H 2.42 -8.15 -4.64  C78 1.072
91 H 4.03 -7.83 -3.86  C78 1.087
92 H 1.84 -6.03 -4.85  C79 1.066
93 H 3.55 -5.90 -5.26  C79 1.077
94 H 2.36 -3.55 -2.59  C81 1.073
95 H 1.31 -4.96 -2.47  C81 1.099
96 H 1.50 -4.17 -4.10  C81 1.105
97 C 2.91 2.14 -1.98  O98 1.450, H106 1.094, H107 1.082, H108 1.044
98 O 3.24 2.03 -0.57  C97 1.450, C99 1.493
99 C 4.05 3.09 0.11  O98 1.493, C100 1.473, H109 1.075, H110 1.109
100 C 4.89 2.42 1.12  C99 1.473, N101 1.478, H111 1.115, H112 1.106
101 N 5.83 1.43 0.56  C100 1.478, C102 1.422, H113 0.988
102 C 6.78 0.92 1.48  N101 1.422, C103 1.490, H114 1.111, H115 1.072
103 C 8.02 1.73 1.61  C102 1.490, O104 1.400, H116 1.090, H117 1.094
104 O 7.67 2.98 2.15  C103 1.400, C105 1.405
105 C 8.69 3.79 2.67  O104 1.405, H118 1.115, H119 1.090, H120 1.092
106 H 3.69 2.46 -2.68  C97 1.094
107 H 2.06 2.81 -2.04  C97 1.082
108 H 2.51 1.20 -2.20  C97 1.044
109 H 3.42 3.86 0.51  C99 1.075
110 H 4.67 3.52 -0.71  C99 1.109
111 H 4.32 1.96 1.96  C100 1.115
112 H 5.44 3.27 1.57  C100 1.106
113 H 5.34 0.68 0.13  N101 0.988
114 H 7.07 -0.09 1.13  C102 1.111
115 H 6.31 0.80 2.44  C102 1.072
116 H 8.49 1.84 0.64  C103 1.090
117 H 8.67 1.23 2.33  C103 1.094
118 H 9.13 4.55 1.98  C105 1.115
119 H 9.49 3.18 3.09  C105 1.090
120 H 8.17 4.28 3.50  C105 1.092
121 O -4.12 -1.65 2.81  C122 1.464, H125 0.946
122 C -2.83 -1.89 3.46  O121 1.464, C123 1.622, H126 1.133, H127 1.096
123 C -1.58 -1.73 2.44  C122 1.622, O124 1.384, H128 1.077, H129 1.074
124 O -1.58 -2.68 1.42  C123 1.384, H130 0.951
125 H -4.58 -1.01 3.34  O121 0.946
126 H -2.74 -1.09 4.26  C122 1.133
127 H -2.88 -2.82 4.02  C122 1.096
128 H -0.64 -1.77 2.96  C123 1.077
129 H -1.62 -0.73 2.05  C123 1.074
130 H -2.00 -2.22 0.70  O124 0.951
131 O -0.97 1.84 2.80  C132 1.371, H135 0.991
132 C -0.69 2.37 4.03  O131 1.371, C133 1.524, H136 1.076, H137 1.079
133 C -0.65 1.31 5.14  C132 1.524, O134 1.386, H138 1.060, H139 1.099
134 O 0.61 0.73 5.21  C133 1.386, H140 0.961
135 H -0.14 1.69 2.28  O131 0.991
136 H 0.22 2.94 3.99  C132 1.076
137 H -1.56 2.96 4.29  C132 1.079
138 H -1.36 0.60 4.83  C133 1.060
139 H -0.92 1.68 6.14  C133 1.099
140 H 0.48 -0.22 5.29  O134 0.961
141 O 0.86 0.85 0.86  C142 1.399, H145 1.004
142 C 0.10 0.38 -0.21  O141 1.399, C143 1.527, H146 1.076, H147 1.080
143 C 0.46 -1.05 -0.60  C142 1.527, O144 1.433, H148 1.137, H149 1.072
144 O 1.79 -1.17 -1.12  C143 1.433, H150 0.996
145 H 1.75 1.21 0.54  O141 1.004
146 H -0.90 0.43 0.19  C142 1.076
147 H 0.13 1.12 -0.99  C142 1.080
148 H -0.27 -1.25 -1.45  C143 1.137
149 H 0.18 -1.73 0.18  C143 1.072
150 H 2.39 -1.28 -0.33  O144 0.996
151 O 0.70 2.10 -5.36  C152 1.429, H155 0.991
152 C 0.27 1.00 -4.55  O151 1.429, C153 1.481, H156 1.098, H157 1.115
153 C -0.92 0.29 -5.06  C152 1.481, O154 1.363, H158 1.062, H159 1.161
154 O -2.01 1.06 -5.32  C153 1.363, H160 1.029
155 H -0.07 2.72 -5.42  O151 0.991
156 H 1.15 0.34 -4.47  C152 1.098
157 H -0.06 1.47 -3.59  C152 1.115
158 H -1.24 -0.51 -4.44  C153 1.062
159 H -0.78 -0.29 -6.06  C153 1.161
160 H -2.72 1.02 -4.58  O154 1.029
161 O -3.73 1.04 -3.11  C162 1.471, H165 0.979
162 C -3.06 0.27 -2.06  O161 1.471, C163 1.523, H166 1.107, H167 1.106
163 C -4.09 -0.22 -1.06  C162 1.523, O164 1.415, H168 1.095, H169 1.201
164 O -3.30 -0.81 -0.04  C163 1.415, H170 0.933
165 H -3.84 1.96 -2.80  O161 0.979
166 H -2.65 -0.64 -2.54  C162 1.107
167 H -2.28 0.84 -1.51  C162 1.106
168 H -4.81 -0.97 -1.42  C163 1.095
169 H -4.78 0.70 -0.72  C163 1.201
170 H -3.75 -0.91 0.77  O164 0.933

Its lowest unoccupied orbital energy is 0.46 eV. As for the SMILES: COCCNCCOC.COCCNCCOC.COCCNCCOC.COCCNCCOC.COCCNCCOC.OCCO.OCCO.OCCO.OCCO.OCCO. The total energy comes out at -91571.507 eV. As for the multiplicity: 1. The value obtained for the energy above the lowest of the compared OMol25 structures with the same formula, charge and spin is 108.11 kJ/mol.

***

Record 2
Formula: C40H106O19
Source: OMol25
Level of theory: ωB97M-V/def2-TZVPD

Bonds (Å) are listed after each position.
Geometry (Å):
1 C -7.83 -3.01 -0.16  C2 1.465, H6 1.099, H7 1.095, H8 1.114
2 C -6.45 -3.15 0.32  C1 1.465, O3 1.384, H9 1.158, H10 1.108
3 O -5.68 -2.03 0.01  C2 1.384, C4 1.381
4 C -4.36 -2.14 0.38  O3 1.381, C5 1.519, H11 1.156, H12 1.081
5 C -3.69 -0.79 0.20  C4 1.519, H13 1.053, H14 1.053, H15 1.082
6 H -8.50 -3.79 0.23  C1 1.099
7 H -8.33 -2.14 0.27  C1 1.095
8 H -7.83 -2.90 -1.27  C1 1.114
9 H -6.53 -3.21 1.47  C2 1.158
10 H -5.96 -4.07 -0.04  C2 1.108
11 H -4.30 -2.43 1.50  C4 1.156
12 H -3.91 -2.93 -0.20  C4 1.081
13 H -2.65 -0.96 0.14  C5 1.053
14 H -3.99 -0.12 0.95  C5 1.053
15 H -4.07 -0.50 -0.77  C5 1.082
16 C 2.76 -0.89 5.55  C17 1.535, H21 1.115, H22 1.095, H23 1.160
17 C 1.26 -0.97 5.24  C16 1.535, O18 1.474, H24 1.133, H25 1.123
18 O 0.98 0.30 4.54  C17 1.474, C19 1.429
19 C -0.39 0.45 4.18  O18 1.429, C20 1.544, H26 1.132, H27 1.140
20 C -0.59 1.93 3.77  C19 1.544, H28 1.082, H29 1.088, H30 1.078
21 H 3.16 -1.70 6.20  C16 1.115
22 H 3.31 -0.93 4.60  C16 1.095
23 H 3.08 0.05 6.15  C16 1.160
24 H 1.04 -1.81 4.52  C17 1.133
25 H 0.60 -0.94 6.16  C17 1.123
26 H -0.49 -0.32 3.36  C19 1.132
27 H -1.07 0.19 5.06  C19 1.140
28 H -0.44 2.59 4.61  C20 1.082
29 H -1.63 2.05 3.46  C20 1.088
30 H 0.07 2.22 2.96  C20 1.078
31 C -3.92 2.55 -0.80  C32 1.492, H36 1.095, H37 1.077, H38 1.090
32 C -3.48 3.94 -0.47  C31 1.492, O33 1.434, H39 1.114, H40 1.131
33 O -2.68 3.91 0.73  C32 1.434, C34 1.405
34 C -1.91 5.09 0.83  O33 1.405, C35 1.466, H41 1.146, H42 1.093
35 C -0.90 4.97 1.88  C34 1.466, H43 1.091, H44 1.070, H45 1.104
36 H -4.17 2.51 -1.86  C31 1.095
37 H -3.03 1.94 -0.77  C31 1.077
38 H -4.67 2.14 -0.12  C31 1.090
39 H -2.87 4.26 -1.34  C32 1.114
40 H -4.24 4.76 -0.32  C32 1.131
41 H -1.25 5.36 -0.07  C34 1.146
42 H -2.51 5.99 0.96  C34 1.093
43 H -0.13 4.21 1.75  C35 1.091
44 H -1.33 4.75 2.84  C35 1.070
45 H -0.32 5.91 1.91  C35 1.104
46 C -2.92 0.10 -3.45  C47 1.447, H51 1.082, H52 1.121, H53 1.143
47 C -1.95 -0.65 -4.21  C46 1.447, O48 1.424, H54 1.109, H55 1.134
48 O -0.82 -0.90 -3.38  C47 1.424, C49 1.421
49 C 0.34 -1.34 -4.09  O48 1.421, C50 1.520, H56 1.137, H57 1.076
50 C 1.44 -1.57 -3.07  C49 1.520, H58 1.096, H59 1.107, H60 1.064
51 H -3.82 0.29 -4.02  C46 1.082
52 H -3.31 -0.67 -2.74  C46 1.121
53 H -2.67 1.09 -2.95  C46 1.143
54 H -2.32 -1.60 -4.65  C47 1.109
55 H -1.60 -0.04 -5.11  C47 1.134
56 H 0.11 -2.30 -4.64  C49 1.137
57 H 0.55 -0.49 -4.71  C49 1.076
58 H 1.76 -0.56 -2.79  C50 1.096
59 H 2.28 -2.16 -3.50  C50 1.107
60 H 0.96 -2.05 -2.25  C50 1.064
61 C 6.73 -0.84 -3.73  C62 1.536, H66 1.098, H67 1.098, H68 1.078
62 C 6.08 -0.45 -2.39  C61 1.536, O63 1.465, H69 1.096, H70 1.086
63 O 4.97 0.40 -2.80  C62 1.465, C64 1.385
64 C 4.27 0.88 -1.70  O63 1.385, C65 1.500, H71 1.096, H72 1.116
65 C 3.44 2.01 -2.25  C64 1.500, H73 1.100, H74 1.099, H75 1.064
66 H 5.93 -1.21 -4.37  C61 1.098
67 H 7.19 0.06 -4.15  C61 1.098
68 H 7.54 -1.54 -3.56  C61 1.078
69 H 5.74 -1.37 -1.91  C62 1.096
70 H 6.78 0.07 -1.74  C62 1.086
71 H 3.74 0.04 -1.26  C64 1.096
72 H 4.82 1.26 -0.80  C64 1.116
73 H 4.11 2.83 -2.56  C65 1.100
74 H 2.87 2.55 -1.49  C65 1.099
75 H 2.81 1.65 -3.04  C65 1.064
76 C -0.70 -5.02 0.50  C77 1.558, H81 1.076, H82 1.105, H83 1.095
77 C -1.00 -3.68 1.24  C76 1.558, O78 1.438, H84 1.104, H85 1.094
78 O -1.85 -4.02 2.35  C77 1.438, C79 1.364
79 C -1.88 -3.01 3.27  O78 1.364, C80 1.512, H86 1.124, H87 1.172
80 C -3.04 -3.17 4.23  C79 1.512, H88 1.103, H89 1.072, H90 1.100
81 H -1.55 -5.38 -0.06  C76 1.076
82 H 0.25 -4.91 -0.05  C76 1.105
83 H -0.53 -5.78 1.27  C76 1.095
84 H -0.05 -3.30 1.64  C77 1.104
85 H -1.48 -2.90 0.64  C77 1.094
86 H -0.97 -2.91 3.91  C79 1.124
87 H -1.98 -1.96 2.75  C79 1.172
88 H -2.90 -4.24 4.48  C80 1.103
89 H -4.01 -3.13 3.79  C80 1.072
90 H -2.92 -2.51 5.09  C80 1.100
91 C -4.83 -7.27 -0.81  C92 1.492, H96 1.074, H97 1.073, H98 1.063
92 C -4.93 -6.21 -1.86  C91 1.492, O93 1.395, H99 1.130, H100 1.136
93 O -3.70 -5.55 -1.93  C92 1.395, C94 1.435
94 C -3.71 -4.41 -2.81  O93 1.435, C95 1.486, H101 1.104, H102 1.091
95 C -2.32 -3.99 -3.12  C94 1.486, H103 1.137, H104 1.122, H105 1.087
96 H -4.30 -6.86 0.03  C91 1.074
97 H -5.79 -7.64 -0.52  C91 1.073
98 H -4.27 -8.09 -1.17  C91 1.063
99 H -5.22 -6.72 -2.83  C92 1.130
100 H -5.78 -5.49 -1.67  C92 1.136
101 H -4.34 -4.71 -3.66  C94 1.104
102 H -4.39 -3.69 -2.36  C94 1.091
103 H -1.97 -2.96 -2.79  C95 1.137
104 H -2.20 -4.11 -4.23  C95 1.122
105 H -1.64 -4.75 -2.75  C95 1.087
106 C 2.77 -3.40 1.91  C107 1.515, O109 1.434, H110 1.085, H111 1.160
107 C 3.50 -3.81 0.65  C106 1.515, O108 1.408, H112 1.108, H113 1.116
108 O 4.62 -2.98 0.45  C107 1.408, H114 0.963
109 O 2.24 -2.08 1.73  C106 1.434, H115 0.956
110 H 3.42 -3.51 2.77  C106 1.085
111 H 1.84 -4.05 2.14  C106 1.160
112 H 2.76 -3.74 -0.17  C107 1.108
113 H 3.87 -4.86 0.59  C107 1.116
114 H 4.24 -2.11 0.59  O108 0.963
115 H 2.94 -1.45 1.60  O109 0.956
116 C 2.55 2.93 2.39  C117 1.510, O119 1.444, H120 1.094, H121 1.065
117 C 3.68 3.48 1.55  C116 1.510, O118 1.449, H122 1.071, H123 1.082
118 O 4.70 4.13 2.35  C117 1.449, H124 0.983
119 O 2.93 1.70 3.04  C116 1.444, H125 1.025
120 H 1.69 2.63 1.78  C116 1.094
121 H 2.28 3.63 3.14  C116 1.065
122 H 3.19 4.27 1.01  C117 1.071
123 H 4.06 2.75 0.86  C117 1.082
124 H 5.20 3.43 2.84  O118 0.983
125 H 2.15 1.23 3.50  O119 1.025
126 C 2.23 5.96 -1.16  C127 1.483, O129 1.438, H130 1.119, H131 1.062
127 C 1.54 7.23 -0.84  C126 1.483, O128 1.446, H132 1.103, H133 1.133
128 O 0.25 7.22 -1.50  C127 1.446, H134 0.982
129 O 1.61 4.73 -0.73  C126 1.438, H135 1.036
130 H 3.29 6.03 -0.83  C126 1.119
131 H 2.26 6.00 -2.22  C126 1.062
132 H 2.19 8.00 -1.29  C127 1.103
133 H 1.49 7.41 0.28  C127 1.133
134 H -0.28 7.96 -1.13  O128 0.982
135 H 1.18 4.31 -1.57  O129 1.036
136 C -1.07 5.04 -4.06  C137 1.529, O139 1.425, H140 1.060, H141 1.079
137 C -0.59 3.59 -3.94  C136 1.529, O138 1.439, H142 1.084, H143 1.098
138 O 0.30 3.52 -2.81  C137 1.439, H144 1.000
139 O -1.66 5.50 -2.84  C136 1.425, H145 0.955
140 H -1.80 5.11 -4.82  C136 1.060
141 H -0.24 5.66 -4.36  C136 1.079
142 H -0.12 3.30 -4.87  C137 1.084
143 H -1.48 2.98 -3.75  C137 1.098
144 H 0.29 2.56 -2.52  O138 1.000
145 H -0.92 5.66 -2.26  O139 0.955
146 C 0.58 0.51 0.40  C147 1.526, O149 1.394, H150 1.071, H151 1.114
147 C -0.34 1.56 -0.22  C146 1.526, O148 1.453, H152 1.111, H153 1.111
148 O -0.61 1.28 -1.62  C147 1.453, H154 0.992
149 O 0.05 -0.77 0.25  C146 1.394, H155 0.958
150 H 0.75 0.77 1.42  C146 1.071
151 H 1.55 0.65 -0.13  C146 1.114
152 H 0.15 2.56 -0.16  C147 1.111
153 H -1.26 1.51 0.40  C147 1.111
154 H -0.54 0.31 -1.80  O148 0.992
155 H 0.57 -1.48 0.65  O149 0.958
156 C 5.67 -0.19 1.73  C157 1.521, O159 1.460, H160 1.053, H161 1.102
157 C 5.94 0.07 3.21  C156 1.521, O158 1.411, H162 1.128, H163 1.091
158 O 5.63 1.38 3.61  C157 1.411, H164 0.963
159 O 4.23 -0.27 1.50  C156 1.460, H165 0.985
160 H 6.14 -1.10 1.49  C156 1.053
161 H 6.09 0.66 1.17  C156 1.102
162 H 7.04 -0.14 3.22  C157 1.128
163 H 5.45 -0.71 3.79  C157 1.091
164 H 4.69 1.48 3.79  O158 0.963
165 H 3.89 0.48 2.05  O159 0.985

Its lowest unoccupied orbital energy is 0.69 eV. The total energy comes out at -82094.801 eV. As for the multiplicity: 1. The value obtained for the energy above the lowest of the compared OMol25 structures with the same formula, charge and spin is 129.82 kJ/mol.

***

lowest unoccupied orbital energy of number 1 (C40H105N5O20)?
0.46 eV